Entry 1:
{
  "formula": "C16H12N2",
  "method": "the ωB97M-V functional and the def2-TZVPD basis",
  "e_tot_ha": -726.317247,
  "multiplicity": 1,
  "e_homo_ev": -7.367,
  "lumo_energy_ev": -0.7,
  "e_above_lowest_ev": 1.760,
  "fmax_ev_per_a": 5.71,
  "homo_lumo_gap_ev": 6.7,
  "species": ["C", "C", "C", "N", "C", "C", "C", "C", "C", "C", "C", "N", "C", "C", "C", "C", "C", "C", "H", "H", "H", "H", "H", "H", "H", "H", "H", "H", "H", "H"],
  "positions_angstrom": [[-3.236, 3.105, 0.328], [-2.340, 2.448, 1.180], [-1.593, 1.282, 0.782], [-0.831, 0.598, 1.576], [0.051, -0.076, 0.757], [-0.219, -1.479, 0.477], [-1.039, -2.226, 1.291], [-1.178, -3.612, 0.963], [-0.589, -4.177, -0.083], [0.328, -3.430, -0.888], [0.461, -2.030, -0.645], [1.390, -1.438, -1.427], [1.700, -0.133, -1.059], [2.626, 0.525, -1.802], [3.035, 1.784, -1.501], [2.505, 2.463, -0.424], [1.490, 1.917, 0.297], [1.109, 0.585, 0.029], [-3.857, 3.934, 0.744], [-3.466, 2.892, -0.716], [-2.424, 2.947, 2.211], [-1.662, 1.187, -0.268], [-1.474, -1.825, 2.202], [-1.758, -4.351, 1.579], [-0.777, -5.228, -0.334], [0.905, -3.913, -1.680], [3.075, 0.244, -2.706], [3.795, 2.224, -2.108], [2.857, 3.447, -0.067], [1.118, 2.336, 1.291]],
  "lowdin_charge": [0.0388, -0.1270, -0.1639, 0.1350, -0.1595, -0.1202, -0.0112, -0.1146, -0.1152, 0.0144, -0.2397, 0.1522, -0.2103, -0.0396, -0.0815, -0.0985, -0.0427, -0.0965, 0.0639, 0.0565, 0.1244, 0.1246, 0.1111, 0.1190, 0.1085, 0.1083, 0.1036, 0.1028, 0.1147, 0.1423]
}

Entry 2:
{
  "formula": "C16H13Br4N8O9V",
  "method": "the ωB97M-V functional and the def2-TZVPD basis",
  "e_tot_ha": -12972.609369,
  "multiplicity": 3,
  "e_homo_ev": [-7.378, -7.426],
  "lumo_energy_ev": [-1.5, -1.1],
  "e_above_lowest_ev": 1.788,
  "fmax_ev_per_a": 0.42,
  "homo_lumo_gap_ev": [5.8, 6.3],
  "species": ["V", "Br", "C", "C", "Br", "C", "Br", "C", "O", "C", "O", "C", "Br", "C", "N", "C", "C", "N", "N", "C", "N", "N", "H", "H", "H", "H", "H", "H", "H", "H", "H", "H", "H", "O", "N", "O", "C", "C", "C", "C", "O", "C", "C", "N", "O", "O", "N", "O", "O", "H", "H"],
  "positions_angstrom": [[-0.229, 0.183, 0.192], [-3.786, 6.002, 0.592], [-2.105, 5.154, 0.637], [-0.934, 5.870, 0.925], [-1.040, 7.717, 1.278], [0.299, 5.238, 0.950], [1.895, 6.163, 1.329], [0.451, 3.849, 0.685], [1.582, 3.262, 0.685], [-0.762, 3.167, 0.419], [-0.684, 1.833, 0.174], [-1.998, 3.793, 0.388], [-3.504, 2.716, 0.009], [5.121, -0.221, 1.344], [4.006, 0.522, 0.776], [4.200, 1.930, 0.424], [2.762, 0.007, 0.719], [1.691, 0.678, 0.504], [2.696, -1.383, 0.900], [1.550, -2.069, 1.202], [1.703, -3.386, 1.459], [0.407, -1.473, 1.252], [5.926, 0.477, 1.551], [5.513, -0.975, 0.654], [4.850, -0.694, 2.290], [5.258, 2.090, 0.242], [3.846, 2.600, 1.207], [3.645, 2.165, -0.482], [1.734, 1.759, 0.543], [3.555, -1.901, 0.862], [2.570, -3.862, 1.285], [0.880, -3.951, 1.581], [-0.373, -2.087, 1.482], [-4.905, -4.941, -3.118], [-4.205, -4.032, -3.516], [-4.025, -3.745, -4.680], [-3.519, -3.216, -2.503], [-3.713, -3.521, -1.168], [-3.049, -2.746, -0.241], [-2.267, -1.636, -0.586], [-1.826, -0.806, 0.326], [-2.030, -1.443, -1.962], [-2.673, -2.204, -2.922], [-1.128, -0.427, -2.352], [-1.051, -0.029, -3.520], [0.001, -0.323, -1.561], [-3.147, -3.133, 1.170], [-2.102, -3.171, 1.810], [-4.225, -3.457, 1.601], [-4.350, -4.338, -0.867], [-2.509, -2.006, -3.970]],
  "lowdin_charge": [1.1335, 0.7109, -0.7682, -0.7483, 0.7224, -0.6387, 0.7619, -0.4163, -0.1260, -0.2856, -0.2131, -0.6358, 0.8018, -0.0414, -0.1295, -0.0151, -0.3714, 0.0790, 0.1760, -0.4387, 0.1942, 0.0773, 0.0922, 0.0927, 0.0961, 0.0911, 0.0954, 0.1012, 0.0464, 0.1304, 0.1143, 0.1198, 0.0636, 0.0828, -0.3545, 0.0911, -0.1231, 0.0858, -0.0573, -0.2357, -0.1584, -0.0827, 0.1037, -0.2675, 0.0645, -0.1599, -0.3253, 0.0583, 0.1312, 0.1383, 0.1366]
}

Entry 3:
{
  "formula": "C16H13Cl5O2SSeSiV",
  "method": "the ωB97M-V functional and the def2-TZVPD basis",
  "e_tot_ha": -7102.134530,
  "multiplicity": 2,
  "e_homo_ev": [-8.311, -8.470],
  "lumo_energy_ev": [-1.3, -0.8],
  "e_above_lowest_ev": 0.921,
  "fmax_ev_per_a": 4.43,
  "homo_lumo_gap_ev": [7.0, 7.7],
  "species": ["V", "O", "C", "O", "C", "C", "C", "C", "C", "C", "S", "H", "H", "H", "H", "Cl", "C", "C", "C", "Cl", "C", "Cl", "C", "Cl", "C", "Cl", "C", "Si", "C", "C", "Se", "H", "H", "H", "H", "H", "H", "H", "H", "H"],
  "positions_angstrom": [[-0.070, 0.086, -0.555], [-0.907, -3.499, -1.630], [-0.158, -2.562, -1.665], [-0.314, -1.474, -0.906], [1.048, -2.493, -2.534], [1.508, -3.705, -3.052], [2.650, -3.759, -3.821], [3.343, -2.583, -4.094], [2.880, -1.374, -3.616], [1.727, -1.302, -2.827], [1.215, 0.330, -2.394], [0.942, -4.597, -2.819], [3.005, -4.708, -4.200], [4.249, -2.610, -4.685], [3.403, -0.453, -3.839], [1.584, 2.982, -0.589], [1.965, 1.900, 0.695], [1.381, 0.627, 0.713], [1.811, -0.233, 1.721], [1.107, -1.809, 1.755], [2.748, 0.129, 2.679], [3.258, -0.991, 3.875], [3.273, 1.419, 2.657], [4.413, 1.905, 3.842], [2.880, 2.309, 1.660], [3.535, 3.894, 1.614], [-4.844, 2.346, 0.299], [-3.520, 1.561, 1.376], [-3.903, -0.186, 1.955], [-2.926, 2.670, 2.776], [-1.615, 1.583, -0.030], [-5.755, 2.539, 0.869], [-5.093, 1.698, -0.542], [-4.476, 3.291, -0.102], [-4.783, -0.178, 2.602], [-3.067, -0.594, 2.524], [-4.103, -0.853, 1.116], [-3.732, 2.902, 3.476], [-2.539, 3.606, 2.370], [-2.120, 2.184, 3.326]],
  "lowdin_charge": [0.2694, 0.1443, -0.4869, -0.2499, -0.1414, -0.0120, -0.0705, -0.0702, -0.1157, -0.5276, 0.7424, 0.1226, 0.1054, 0.1080, 0.1006, 0.6731, -0.7033, -0.3535, -0.6808, 0.7397, -0.7065, 0.6942, -0.7014, 0.6981, -0.7049, 0.6953, -0.2252, 0.2870, -0.2094, -0.2276, 0.5158, 0.0336, 0.0330, 0.0297, 0.0336, 0.0318, 0.0338, 0.0334, 0.0292, 0.0327]
}

Entry 4:
{
  "formula": "C16H13ClN4O2",
  "method": "the ωB97M-V functional and the def2-TZVPD basis",
  "e_tot_ha": -1447.159191,
  "multiplicity": 1,
  "e_homo_ev": -8.869,
  "lumo_energy_ev": 0.2,
  "e_above_lowest_ev": 0.482,
  "fmax_ev_per_a": 1.33,
  "homo_lumo_gap_ev": 9.1,
  "species": ["O", "C", "N", "N", "C", "C", "C", "C", "C", "C", "Cl", "C", "C", "C", "C", "C", "C", "N", "C", "C", "C", "N", "O", "H", "H", "H", "H", "H", "H", "H", "H", "H", "H", "H", "H", "H"],
  "positions_angstrom": [[-0.334, -3.997, 1.836], [-0.435, -2.920, 1.300], [0.015, -1.734, 1.829], [0.481, -1.651, 3.084], [0.983, -0.571, 3.524], [1.236, 0.681, 2.794], [0.883, 1.907, 3.357], [1.128, 3.084, 2.675], [1.752, 3.065, 1.438], [2.129, 1.849, 0.893], [2.959, 1.806, -0.622], [1.865, 0.660, 1.549], [-1.051, -2.729, -0.024], [-1.495, -3.656, -0.931], [-2.027, -2.925, -2.015], [-1.883, -1.604, -1.694], [-2.275, -0.353, -2.416], [-1.163, 0.549, -2.560], [-0.075, 0.399, -3.345], [0.719, 1.500, -3.136], [0.019, 2.262, -2.191], [-1.110, 1.673, -1.853], [-1.288, -1.478, -0.493], [-0.057, -0.891, 1.257], [1.245, -0.591, 4.574], [0.403, 1.927, 4.324], [0.840, 4.028, 3.111], [1.958, 3.983, 0.910], [2.196, -0.274, 1.118], [-1.438, -4.719, -0.822], [-2.463, -3.322, -2.908], [-3.034, 0.189, -1.842], [-2.680, -0.619, -3.396], [0.047, -0.457, -3.979], [1.661, 1.726, -3.592], [0.289, 3.203, -1.755]],
  "lowdin_charge": [0.1023, -0.4084, 0.0481, 0.0806, -0.1045, -0.2083, -0.0344, -0.0679, -0.1020, -0.6505, 0.7145, -0.0693, -0.1709, 0.0265, 0.0002, -0.2451, -0.0494, -0.1755, -0.0688, -0.1013, -0.1924, 0.0801, 0.0889, 0.1385, 0.1165, 0.1146, 0.1082, 0.1056, 0.1180, 0.1216, 0.1123, 0.1377, 0.1374, 0.1211, 0.0840, 0.0923]
}

Entry 5:
{
  "formula": "C16H13F9GaN2O4",
  "method": "the ωB97M-V functional and the def2-TZVPD basis",
  "e_tot_ha": -3851.409600,
  "multiplicity": 1,
  "e_homo_ev": -5.704,
  "lumo_energy_ev": 0.8,
  "fmax_ev_per_a": 0.51,
  "total_charge": -1,
  "homo_lumo_gap_ev": 6.5,
  "species": ["F", "C", "F", "F", "C", "F", "F", "C", "F", "F", "C", "F", "F", "Ga", "H", "H", "H", "C", "C", "C", "C", "C", "C", "N", "O", "O", "H", "H", "H", "H", "H", "C", "C", "C", "C", "C", "C", "N", "O", "O", "H", "H", "H", "H", "H"],
  "positions_angstrom": [[-1.231, -2.415, -2.145], [-1.770, -3.212, -1.242], [-1.205, -2.966, -0.055], [-3.071, -2.920, -1.153], [-1.608, -4.714, -1.581], [-2.404, -5.360, -0.679], [-2.108, -4.924, -2.814], [-0.176, -5.329, -1.463], [-0.275, -6.578, -2.008], [0.033, -5.504, -0.121], [0.986, -4.591, -2.147], [2.088, -5.375, -1.792], [1.152, -3.415, -1.407], [1.009, -4.354, -4.234], [-0.200, -3.431, -4.721], [0.975, -5.801, -4.909], [2.423, -3.640, -4.498], [1.615, -0.255, 2.156], [1.159, -0.897, 1.013], [1.225, -0.263, -0.219], [1.747, 1.017, -0.268], [2.206, 1.676, 0.859], [2.135, 1.031, 2.082], [1.805, 1.722, -1.561], [1.377, 1.150, -2.538], [2.295, 2.836, -1.571], [1.560, -0.759, 3.112], [0.755, -1.898, 1.072], [0.878, -0.757, -1.116], [2.598, 2.679, 0.783], [2.473, 1.538, 2.975], [-2.497, 4.780, 0.675], [-1.465, 3.851, 0.683], [-0.600, 3.784, 1.763], [-0.789, 4.655, 2.819], [-1.809, 5.588, 2.833], [-2.668, 5.646, 1.748], [0.127, 4.590, 3.969], [1.033, 3.783, 3.925], [-0.080, 5.341, 4.900], [-3.171, 4.827, -0.169], [-1.331, 3.176, -0.151], [0.204, 3.064, 1.783], [-1.928, 6.255, 3.674], [-3.471, 6.370, 1.739]],
  "lowdin_charge": [0.1690, -0.5639, 0.1586, 0.1690, -0.3444, 0.1249, 0.1353, -0.3981, 0.1003, 0.1008, -0.4891, -0.0225, -0.0265, 0.3092, -0.1351, -0.1349, -0.1313, -0.0626, -0.0489, 0.0162, -0.1463, -0.0339, -0.0816, -0.3566, 0.0954, 0.0559, 0.1062, 0.1008, 0.1143, 0.1187, 0.1007, -0.0681, -0.0493, 0.0113, -0.1430, -0.0088, -0.0704, -0.3516, 0.0728, 0.0732, 0.1072, 0.1122, 0.0937, 0.1162, 0.1048]
}

Entry 6:
{
  "formula": "C16H13FO5",
  "method": "the ωB97M-V functional and the def2-TZVPD basis",
  "e_tot_ha": -1093.516818,
  "multiplicity": 1,
  "e_homo_ev": -8.617,
  "lumo_energy_ev": -0.7,
  "e_above_lowest_ev": 0.000,
  "fmax_ev_per_a": 4.21,
  "homo_lumo_gap_ev": 7.9,
  "species": ["C", "O", "C", "O", "C", "O", "C", "C", "O", "C", "C", "C", "C", "C", "C", "C", "C", "C", "F", "C", "C", "O", "H", "H", "H", "H", "H", "H", "H", "H", "H", "H", "H", "H", "H"],
  "positions_angstrom": [[-3.292, 1.259, -6.207], [-2.384, 1.598, -5.125], [-1.916, 0.518, -4.416], [-2.122, -0.662, -4.679], [-1.093, 0.777, -3.227], [-0.594, -0.344, -2.592], [-0.829, 2.051, -2.698], [-0.025, 2.445, -1.535], [0.480, 3.570, -1.567], [0.223, 1.615, -0.373], [-0.649, 0.640, 0.130], [0.048, 0.004, 1.196], [1.260, 0.631, 1.298], [2.367, 0.355, 2.322], [1.934, -0.805, 3.231], [2.071, -2.135, 2.851], [1.659, -3.179, 3.695], [1.106, -2.902, 4.968], [0.750, -3.892, 5.844], [0.964, -1.567, 5.322], [1.355, -0.528, 4.477], [1.343, 1.693, 0.397], [-2.789, 0.720, -6.987], [-3.682, 2.220, -6.575], [-4.127, 0.627, -5.912], [-0.841, -1.145, -3.151], [-1.256, 2.918, -3.224], [-1.642, 0.377, -0.272], [-0.270, -0.880, 1.733], [2.502, 1.230, 2.952], [3.327, 0.181, 1.854], [2.478, -2.349, 1.856], [1.794, -4.206, 3.352], [0.565, -1.363, 6.314], [1.284, 0.526, 4.749]],
  "lowdin_charge": [-0.0298, -0.0260, -0.3968, 0.1046, -0.1820, 0.0404, 0.0952, -0.3347, 0.0888, -0.2035, 0.0175, -0.0051, -0.1926, -0.0529, -0.2507, -0.0457, 0.0006, -0.2504, 0.0434, -0.0148, -0.0264, 0.1072, 0.0859, 0.1016, 0.0933, 0.1407, 0.1315, 0.1295, 0.1178, 0.1154, 0.1190, 0.1261, 0.1144, 0.1183, 0.1204]
}